DFT (ωB97M-V/def2-TZVPD) results for a 16-piece molecular cluster, C66H178N14O21 overall at a distorted geometry.

```
279
Properties=species:S:1:pos:R:3:lowdin_charge:R:1
C -1.353 -7.071 7.585 -0.085
O -0.644 -5.848 7.390 -0.219
C -1.255 -4.707 7.903 -0.244
C -0.272 -3.510 7.929 -0.209
N -0.301 -2.601 6.797 -0.032
C 0.378 -3.243 5.676 -0.209
C 0.454 -2.326 4.524 -0.253
O 1.196 -1.158 4.682 -0.170
C 1.449 -0.323 3.585 -0.079
H -0.657 -7.907 7.524 0.090
H -2.184 -7.144 6.884 0.073
H -1.728 -7.018 8.607 0.080
H -1.646 -4.912 8.900 0.110
H -2.108 -4.470 7.267 0.121
H 0.700 -3.957 8.135 0.117
H -0.588 -2.935 8.799 0.106
H 0.152 -1.758 7.120 0.112
H -0.110 -4.159 5.344 0.101
H 1.385 -3.561 5.947 0.126
H -0.574 -2.060 4.278 0.108
H 0.772 -2.847 3.621 0.119
H 0.542 0.058 3.116 0.075
H 1.842 -0.944 2.780 0.060
H 2.169 0.416 3.937 0.093
C 0.982 -1.694 -0.183 -0.104
O 1.880 -0.650 -0.036 -0.195
C 1.650 0.430 -0.913 -0.200
C 0.603 1.413 -0.315 -0.164
N 0.920 2.819 -0.629 -0.050
C -0.042 3.667 0.100 -0.156
C -1.542 3.628 -0.389 -0.199
O -2.149 2.624 0.380 -0.188
C -3.481 2.453 0.019 -0.107
H 1.405 -2.670 0.056 0.082
H 0.650 -1.894 -1.201 0.072
H 0.141 -1.547 0.495 0.087
H 1.367 0.106 -1.914 0.105
H 2.607 0.928 -1.071 0.112
H 0.608 1.189 0.752 0.114
H -0.363 1.080 -0.695 0.117
H 1.840 3.097 -0.319 0.065
H 0.311 4.675 -0.116 0.091
H -0.046 3.539 1.183 0.122
H -1.674 3.524 -1.466 0.110
H -1.956 4.608 -0.152 0.093
H -3.908 1.750 0.735 0.067
H -3.578 1.989 -0.962 0.081
H -4.090 3.341 0.188 0.091
C -3.802 -1.476 9.090 -0.113
O -4.889 -1.458 8.198 -0.201
C -5.502 -0.141 8.218 -0.186
C -6.325 -0.111 6.886 -0.197
N -5.534 -0.523 5.719 -0.050
C -4.576 0.534 5.287 -0.186
C -4.053 0.316 3.866 -0.184
O -3.082 -0.748 3.679 -0.189
C -2.465 -0.761 2.422 -0.119
H -3.241 -2.401 8.954 0.073
H -4.222 -1.519 10.095 0.089
H -3.111 -0.647 8.944 0.090
H -4.746 0.639 8.132 0.100
H -6.048 0.160 9.111 0.118
H -6.600 0.926 6.695 0.104
H -7.251 -0.686 6.905 0.109
H -4.988 -1.280 6.107 0.088
H -3.758 0.582 6.006 0.113
H -5.034 1.523 5.305 0.116
H -3.755 1.270 3.431 0.115
H -4.931 -0.027 3.318 0.096
H -1.665 -1.500 2.459 0.065
H -1.935 0.192 2.389 0.085
H -3.082 -1.022 1.563 0.071
C 0.958 -5.181 -1.927 -0.094
O 0.820 -5.598 -0.543 -0.177
C 1.689 -6.712 -0.326 -0.222
C 1.456 -7.167 1.111 -0.190
N 0.425 -8.249 1.150 -0.048
C 0.212 -8.732 2.553 -0.178
C -0.402 -7.685 3.581 -0.194
O -1.459 -6.944 2.953 -0.217
C -2.183 -6.072 3.871 -0.066
H 0.821 -5.960 -2.677 0.082
H 1.907 -4.712 -2.188 0.078
H 0.140 -4.463 -1.994 0.075
H 2.742 -6.468 -0.465 0.099
H 1.495 -7.492 -1.063 0.119
H 1.125 -6.356 1.759 0.111
H 2.368 -7.616 1.504 0.111
H -0.474 -7.788 1.158 0.076
H 1.012 -9.393 2.886 0.109
H -0.641 -9.406 2.472 0.103
H 0.294 -6.963 4.008 0.111
H -0.933 -8.216 4.371 0.108
H -2.763 -6.700 4.546 0.072
H -2.947 -5.622 3.236 0.080
H -1.715 -5.352 4.542 0.069
C 6.150 1.603 0.126 -0.030
O 5.474 1.552 1.475 -0.237
C 5.720 0.391 2.262 -0.190
C 4.833 -0.802 1.714 -0.183
N 4.985 -1.993 2.566 -0.022
C 4.135 -2.943 1.905 -0.229
C 4.593 -4.330 2.399 -0.178
O 5.752 -4.634 1.590 -0.247
C 6.392 -5.893 1.868 -0.099
H 5.669 1.078 -0.699 0.062
H 7.193 1.315 0.261 0.088
H 6.176 2.680 -0.039 0.074
H 5.325 0.603 3.255 0.109
H 6.762 0.155 2.475 0.116
H 5.260 -0.996 0.731 0.103
H 3.782 -0.529 1.624 0.099
H 5.929 -2.317 2.408 0.106
H 4.104 -2.964 0.816 0.108
H 3.108 -3.054 2.253 0.108
H 3.898 -5.130 2.145 0.109
H 4.861 -4.353 3.455 0.125
H 5.746 -6.740 1.634 0.079
H 6.734 -6.053 2.890 0.080
H 7.307 -5.969 1.280 0.083
O -4.597 6.462 -0.430 -0.049
H -4.063 5.764 -0.810 0.018
H -5.143 6.767 -1.154 0.048
O 0.905 2.347 -3.490 -0.073
H 0.935 2.352 -2.533 -0.027
H 0.437 3.150 -3.719 -0.019
C -3.032 -0.696 -2.365 -0.058
C -2.338 -1.978 -2.692 -0.431
C -2.864 -3.185 -1.907 -0.148
O -2.515 -3.093 -0.488 -0.226
C -2.998 -4.105 0.407 -0.095
N -2.547 -2.263 -4.112 0.092
H -2.991 -0.467 -1.300 0.074
H -4.065 -0.704 -2.711 0.079
H -2.483 0.080 -2.898 0.057
H -1.306 -1.814 -2.383 0.118
H -2.371 -4.121 -2.168 0.114
H -3.943 -3.240 -2.056 0.123
H -2.816 -3.809 1.441 0.070
H -2.482 -5.047 0.225 0.081
H -4.074 -4.258 0.317 0.081
H -1.956 -2.994 -4.481 0.040
H -2.435 -1.406 -4.635 0.022
C -0.019 8.883 -0.053 -0.067
C -1.052 7.790 0.017 -0.440
C -1.112 7.330 1.501 -0.211
O 0.120 6.906 2.016 -0.203
C 0.225 6.948 3.409 -0.107
N -2.326 8.357 -0.419 0.053
H 0.148 9.110 -1.106 0.067
H 0.935 8.565 0.367 0.076
H -0.425 9.830 0.304 0.084
H -0.703 6.957 -0.594 0.116
H -1.712 6.421 1.556 0.116
H -1.625 8.035 2.155 0.129
H 0.479 7.975 3.670 0.094
H 1.043 6.309 3.743 0.070
H -0.623 6.604 4.001 0.090
H -2.630 9.070 0.228 0.073
H -2.869 7.593 -0.041 0.018
C -3.203 -0.241 -7.201 -0.036
C -1.787 0.318 -6.933 -0.479
C -1.696 1.062 -5.650 -0.218
O -2.541 2.170 -5.688 -0.151
C -2.629 2.863 -4.461 -0.117
N -0.902 -0.777 -7.029 0.038
H -3.133 -0.854 -8.100 0.073
H -3.886 0.564 -7.470 0.073
H -3.641 -0.722 -6.327 0.071
H -1.511 0.956 -7.773 0.139
H -0.642 1.331 -5.580 0.127
H -2.009 0.331 -4.905 0.095
H -3.422 3.596 -4.610 0.100
H -1.712 3.145 -3.943 0.054
H -3.015 2.181 -3.704 0.064
H -0.911 -1.060 -7.999 0.082
H 0.044 -0.481 -6.838 0.079
C 4.042 6.073 1.619 -0.036
C 4.093 4.607 1.980 -0.408
C 3.420 4.176 3.286 -0.225
O 4.171 4.523 4.406 -0.190
C 3.790 3.806 5.648 -0.049
N 3.609 3.813 0.854 0.066
H 3.018 6.430 1.511 0.070
H 4.486 6.206 0.632 0.066
H 4.581 6.679 2.348 0.084
H 5.118 4.254 2.091 0.129
H 3.338 3.091 3.343 0.107
H 2.391 4.538 3.305 0.109
H 4.042 2.754 5.509 0.077
H 2.765 3.958 5.985 0.082
H 4.496 4.265 6.341 0.084
H 3.966 4.127 -0.037 0.046
H 3.994 2.888 0.983 0.042
C -1.292 -7.059 -5.011 -0.054
C -1.873 -5.882 -5.893 -0.373
C -0.791 -4.671 -6.023 -0.169
O -0.396 -4.260 -4.714 -0.249
C 0.762 -3.423 -4.758 -0.096
N -2.163 -6.394 -7.230 0.010
H -1.272 -6.890 -3.935 0.063
H -0.321 -7.352 -5.410 0.076
H -1.908 -7.946 -5.162 0.061
H -2.826 -5.588 -5.453 0.123
H -1.197 -3.914 -6.694 0.105
H 0.125 -4.979 -6.528 0.113
H 1.101 -3.186 -3.749 0.048
H 0.495 -2.506 -5.283 0.080
H 1.608 -4.000 -5.131 0.096
H -2.744 -7.215 -7.127 0.062
H -2.762 -5.735 -7.705 0.066
C -0.784 5.229 -5.775 -0.044
C 0.106 5.960 -4.769 -0.410
C -0.061 7.486 -4.691 -0.251
O 0.387 8.007 -5.885 -0.154
C 0.391 9.455 -5.730 -0.083
N -0.131 5.301 -3.502 0.061
H -0.661 5.555 -6.808 0.086
H -1.846 5.193 -5.532 0.070
H -0.490 4.179 -5.804 0.069
H 1.139 5.778 -5.065 0.138
H 0.560 7.786 -3.847 0.107
H -1.115 7.705 -4.522 0.135
H 0.809 9.862 -6.651 0.089
H 0.649 9.895 -4.767 0.088
H -0.625 9.826 -5.861 0.077
H 0.277 5.796 -2.722 0.035
H -1.115 5.468 -3.349 0.075
C -5.766 -1.292 0.523 -0.060
C -6.535 0.028 0.646 -0.447
C -7.164 0.575 -0.648 -0.141
O -6.119 0.721 -1.674 -0.229
C -6.610 0.963 -3.018 -0.086
N -7.547 -0.196 1.631 0.034
H -6.334 -2.147 0.157 0.084
H -5.501 -1.645 1.520 0.069
H -4.923 -1.235 -0.165 0.056
H -5.829 0.750 1.056 0.111
H -7.587 1.556 -0.431 0.125
H -7.879 -0.159 -1.021 0.121
H -7.409 0.296 -3.340 0.081
H -5.776 0.775 -3.695 0.072
H -6.957 1.994 -3.078 0.082
H -8.302 -0.756 1.261 0.073
H -7.102 -0.888 2.216 0.054
C 5.980 3.643 -3.090 -0.050
C 4.499 3.217 -2.857 -0.430
C 3.500 4.369 -2.936 -0.172
O 3.810 5.437 -2.014 -0.201
C 2.838 6.503 -1.924 -0.085
N 4.155 2.195 -3.855 0.066
H 6.639 2.778 -3.033 0.061
H 6.209 4.292 -2.245 0.070
H 6.059 4.054 -4.097 0.079
H 4.585 2.860 -1.831 0.086
H 2.513 4.016 -2.639 0.090
H 3.472 4.737 -3.962 0.129
H 2.672 7.099 -2.822 0.077
H 3.183 7.212 -1.172 0.081
H 1.826 6.185 -1.677 0.054
H 3.210 1.884 -3.684 0.028
H 4.744 1.375 -3.815 0.003
C 3.544 -1.336 -3.699 -0.026
C 4.752 -1.062 -2.780 -0.418
C 5.538 -2.290 -2.353 -0.207
O 4.699 -3.202 -1.681 -0.177
C 5.277 -4.405 -1.341 -0.133
N 5.643 -0.263 -3.567 0.025
H 2.890 -0.477 -3.846 0.072
H 2.903 -2.087 -3.238 0.052
H 3.780 -1.839 -4.637 0.089
H 4.540 -0.546 -1.844 0.121
H 6.431 -1.988 -1.806 0.125
H 5.961 -2.826 -3.202 0.128
H 4.617 -4.980 -0.691 0.074
H 6.233 -4.289 -0.829 0.087
H 5.486 -5.047 -2.196 0.091
H 5.766 -0.841 -4.386 0.088
H 6.523 -0.291 -3.072 0.082
```

Molar mass = 1504.2 g/mol
LUMO = 0.36 eV
Kohn-Sham gap = 8.80 eV
HOMO level = -0.3100 Eh
E_tot = -135171.597 eV
Largest force on an atom = 4.18 eV/A